Density functional theory data (ωB97M-V/def2-TZVPD) for a molecular structure, C18H15FeN2O3.

Geometry as XYZ:
```
39
Properties=species:S:1:pos:R:3
N 3.0620 -0.4559 0.7981
C 1.7613 -0.0713 0.8301
C 0.7232 -1.0434 0.9209
C -0.6007 -0.6197 0.9353
C -0.8725 0.7719 0.8848
N -2.2573 0.9271 0.8908
C -2.8637 -0.3011 0.9468
C -1.8843 -1.2856 1.1485
C 0.1243 1.7409 0.8203
C 1.4491 1.3188 0.7977
H 3.8138 0.2024 0.7180
H 3.3216 -1.4485 0.7984
H 0.9728 -2.1121 0.9625
H -2.7431 1.8183 0.8427
H -3.9444 -0.4076 0.9680
H -2.0120 -2.3537 0.9557
H -0.1503 2.7904 0.7968
H 2.2656 2.0348 0.7611
O -3.4416 -2.1073 9.2216
C -3.3488 -1.9378 8.0631
Fe -2.6573 -1.9601 6.4710
C -0.9788 -1.4706 6.8706
O 0.1525 -1.4252 7.1729
C -2.1570 -3.6367 6.6792
O -1.7604 -4.6664 7.0505
C -2.1144 -2.0366 3.2239
C -3.1177 -3.0451 3.2339
C -4.0924 -3.2894 4.1698
C -4.2930 -2.6396 5.4497
C -4.3292 -1.1984 5.5176
C -3.2859 -0.5026 4.9241
C -2.1353 -1.1797 4.3857
H -1.0956 -2.3235 2.8725
H -3.1293 -3.6993 2.3537
H -4.7736 -4.1247 3.9586
H -4.9137 -3.2146 6.1586
H -5.1423 -0.7014 6.0499
H -3.2737 0.5976 4.9891
H -1.1963 -0.6198 4.4965
```

Summary:
Max |F| = 0.118 hartree/bohr
Orbital gap (alpha / beta) = 4.8735 / 4.2785 eV
E_tot = -2293.3917 Eh
Total charge = +1
2S+1 = 5